The following is a DFT calculation (ωB97M-V/def2-TZVPD) of an isolated molecule of C8H10S at a distorted geometry.

Values from the calculation:
energy relative to the best compared isomer or geometry (same formula, charge and spin) = 64.5 kcal per mole
E_HOMO = -8.48 eV
Kohn-Sham gap = 9.291 eV
SMILES = C[C@H]1S[C@]12C=CC=CC2

Last column: natural (NBO) charge in e.
CARTESIAN COORDINATES (ANGSTROEM)
C  2.61  -0.04  -0.22  -0.256
C  2.13  -1.08  0.66  -0.252
C  1.83  0.63  -1.04  -0.110
C  0.79  -1.27  0.84  -0.132
C  0.28  0.80  -0.74  -0.486
C  -1.76  -0.42  0.41  -0.260
C  -0.34  -0.42  -0.15  -0.106
C  -2.66  0.82  0.33  -0.619
S  -1.47  -1.60  -0.99  0.089
H  3.58  -0.15  -0.61  0.208
H  2.79  -1.69  1.27  0.218
H  2.21  1.26  -1.80  0.201
H  0.35  -1.96  1.46  0.194
H  0.22  1.58  -0.03  0.225
H  -0.24  1.06  -1.64  0.228
H  -1.81  -0.94  1.28  0.205
H  -2.41  1.53  -0.47  0.215
H  -2.43  1.36  1.19  0.215
H  -3.66  0.53  0.23  0.224